# C35H52AsOP3SV

A structure of composition C35H52AsOP3SV (the ωB97M-V functional and the def2-TZVPD basis, the Open Molecules 2025 dataset).

The calculation puts the LUMO energy (alpha / beta) at -0.4960 / -0.5861 Ha. Its net charge is +4. Its spin multiplicity is 2. The total energy is -164368.5270 eV. For the HOMO-LUMO gap (alpha / beta), the calculation gives 0.1688 / 0.0781 Ha. The energy above the lowest of the compared OMol25 structures with the same formula, charge and spin comes out at 16.8 kcal/mol.

Element x y z (Å)
V  0.107  -0.343  -1.250
P  1.700  0.975  0.082
P  -1.531  0.098  0.946
P  -0.988  1.727  -1.961
H  -0.306  -1.782  -3.659
C  -0.122  -0.730  -3.377
C  1.249  -0.361  -3.038
H  1.973  -1.178  -3.195
C  3.165  0.113  0.745
C  1.287  2.020  1.543
C  2.420  2.229  -1.031
C  -2.823  -1.181  0.779
C  -1.068  -0.133  2.717
C  -2.580  1.600  1.228
C  -0.381  2.440  -3.530
C  -1.070  3.312  -1.042
C  -2.691  1.180  -2.398
H  -0.785  -0.063  -3.965
H  1.685  0.598  -3.370
H  3.230  -0.891  0.318
H  3.098  0.001  1.833
H  4.081  0.668  0.511
H  1.493  1.486  2.476
H  0.240  2.337  1.539
H  1.908  2.924  1.547
H  2.550  1.814  -2.034
H  3.400  2.516  -0.634
H  1.787  3.122  -1.085
H  -3.670  -0.858  1.402
H  -2.420  -2.134  1.150
H  -3.137  -1.286  -0.270
H  -1.797  0.390  3.353
H  -0.073  0.277  2.911
H  -1.076  -1.204  2.954
H  -3.295  1.344  2.025
H  -3.117  1.903  0.320
H  -1.960  2.430  1.592
H  -0.973  3.357  -3.696
H  -0.535  1.747  -4.361
H  0.680  2.715  -3.466
H  -1.971  3.824  -1.414
H  -0.169  3.901  -1.278
H  -1.137  3.150  0.035
H  -3.128  1.978  -3.012
H  -3.302  1.020  -1.504
H  -2.652  0.246  -2.977
C  2.220  -3.568  -2.028
C  1.308  -2.666  -1.408
C  -0.064  -2.880  -1.481
C  -0.591  -4.062  -2.016
C  0.310  -4.976  -2.614
C  1.695  -4.765  -2.581
S  3.986  -3.433  -1.951
H  4.136  -2.763  -3.077
H  1.679  -1.707  -0.975
H  -0.795  -2.073  -1.181
H  -1.685  -4.177  -2.036
H  -0.074  -5.842  -3.148
H  2.406  -5.502  -2.971
O  0.901  -1.954  1.250
As  1.385  -2.764  2.646
C  -0.198  -3.386  3.568
C  -1.297  -3.838  2.813
C  -2.453  -4.263  3.481
C  -2.480  -4.290  4.879
C  -1.360  -3.904  5.617
C  -0.212  -3.458  4.964
C  2.508  -4.288  2.314
C  2.634  -4.751  1.004
C  3.464  -5.831  0.714
C  4.112  -6.501  1.755
C  3.950  -6.072  3.078
C  3.151  -4.956  3.366
C  2.379  -1.606  3.828
C  3.779  -1.661  3.810
C  4.515  -0.854  4.678
C  3.857  0.027  5.542
C  2.459  0.083  5.561
C  1.716  -0.751  4.719
H  -1.236  -3.854  1.719
H  -3.326  -4.566  2.896
H  -3.390  -4.606  5.389
H  -1.386  -3.926  6.704
H  0.672  -3.173  5.529
H  2.076  -4.237  0.227
H  3.601  -6.160  -0.315
H  4.738  -7.366  1.537
H  4.448  -6.602  3.897
H  3.024  -4.609  4.395
H  4.281  -2.345  3.130
H  5.606  -0.910  4.673
H  4.433  0.673  6.212
H  1.934  0.763  6.240
H  0.629  -0.739  4.777